No. 1
73
Properties=species:S:1:pos:R:3:forces:R:3 method="wB97M-V/def2-TZVPD" total_charge=-1 multiplicity=6 gap_ev="7.1 / 7.2" de_lowest_kcal_mol=29.2
Fe -0.451 -0.150 0.113 -1.1 1.2 -0.2
C -2.122 -3.291 -2.353 -0.1 -0.1 0.0
O -2.902 -2.488 -3.218 0.0 0.3 -0.3
C -3.514 -1.355 -2.740 0.5 0.1 0.6
C -4.689 -0.996 -3.341 -0.4 0.2 -0.1
C -5.400 0.157 -2.948 0.0 -0.5 -0.5
C -4.923 0.909 -1.921 0.7 0.1 0.7
C -3.705 0.560 -1.272 -0.8 0.0 -0.8
C -3.278 1.327 -0.156 1.1 -0.1 1.0
N -2.243 1.018 0.557 -1.8 0.9 -0.2
N -2.064 1.860 1.660 0.7 -0.7 -0.4
C -1.078 1.327 2.324 -0.2 0.2 0.5
O -0.538 0.182 2.019 0.3 0.2 0.9
C -0.540 2.081 3.498 0.0 -0.4 -0.1
C 0.458 1.498 4.271 0.0 0.1 0.1
C 0.989 2.179 5.359 0.0 0.0 -0.1
C 0.531 3.452 5.669 0.0 0.0 0.0
C -0.453 4.044 4.886 0.0 0.0 -0.1
C -0.988 3.363 3.802 0.0 0.1 0.1
C -2.937 -0.531 -1.706 0.4 -0.3 -0.3
O -1.747 -0.790 -1.225 -0.8 -0.4 -0.8
H -1.967 -4.221 -2.900 0.0 0.0 0.1
H -1.176 -2.824 -2.103 0.0 0.0 0.0
H -2.662 -3.502 -1.424 0.0 0.0 0.0
H -5.063 -1.634 -4.134 0.0 0.0 0.0
H -6.319 0.423 -3.455 0.0 0.0 0.0
H -5.455 1.788 -1.576 0.0 0.0 0.0
H -3.848 2.198 0.147 -0.2 0.1 0.0
H 0.811 0.512 4.000 0.0 0.0 0.0
H 1.768 1.722 5.956 0.0 0.0 0.0
H 0.945 3.986 6.516 0.0 0.0 0.0
H -0.798 5.045 5.114 0.0 0.0 0.0
H -1.749 3.813 3.178 0.0 0.0 0.0
O 3.492 0.259 -0.579 0.3 -0.1 0.0
C 2.411 0.671 -0.174 -0.1 -0.5 0.3
O 1.505 -0.067 0.370 1.2 0.2 -0.2
C 2.083 2.112 -0.275 0.1 0.5 0.1
C 3.068 3.050 -0.094 0.0 -0.3 0.0
C 2.743 4.393 -0.166 0.4 0.6 0.2
C 1.455 4.803 -0.400 -0.2 0.0 0.0
C 0.469 3.852 -0.580 -0.5 0.8 -0.1
C 0.733 2.467 -0.555 -0.3 -0.7 -0.1
O -0.143 1.556 -0.821 0.3 0.8 -0.3
N -0.891 4.403 -0.816 0.7 -0.4 0.0
O -0.983 5.602 -1.013 -0.1 0.4 0.0
O -1.829 3.648 -0.798 -0.3 -0.1 -0.1
N 3.785 5.416 0.033 -0.4 -0.6 -0.1
O 3.481 6.582 -0.106 -0.1 0.3 0.0
O 4.901 5.033 0.326 0.2 0.0 0.0
H 4.084 2.733 0.095 0.0 0.0 0.0
H 1.203 5.851 -0.440 0.0 0.0 0.0
C 1.681 -4.422 1.717 0.0 0.0 0.1
C 1.018 -4.686 0.371 0.1 0.1 0.0
N 1.512 -3.808 -0.678 0.1 -0.2 -0.1
C 2.609 -4.319 -1.495 -0.1 0.0 0.2
C 2.136 -5.169 -2.661 -0.1 -0.1 -0.1
C 1.002 -2.564 -0.841 -0.3 0.0 0.4
C 1.518 -1.754 -1.982 -0.1 0.2 -0.1
N 0.090 -2.082 -0.058 0.4 -1.4 0.0
H 1.264 -5.075 2.486 0.0 0.0 0.0
H 1.545 -3.386 2.030 0.0 0.0 0.0
H 2.755 -4.607 1.657 0.0 0.0 0.0
H -0.067 -4.585 0.444 0.0 0.0 0.0
H 1.206 -5.712 0.052 0.0 0.0 0.0
H 3.252 -4.910 -0.837 0.0 0.0 0.0
H 3.213 -3.485 -1.842 0.0 0.0 0.0
H 1.564 -6.031 -2.312 0.0 0.0 0.0
H 2.986 -5.539 -3.237 0.0 0.0 0.0
H 1.496 -4.591 -3.328 0.0 0.0 0.0
H 2.491 -1.329 -1.724 0.0 -0.1 0.0
H 0.846 -0.920 -2.182 0.0 -0.1 0.0
H 1.601 -2.355 -2.885 0.0 0.0 0.0
H -0.175 -2.698 0.699 0.0 0.0 0.0

No. 2
64
Properties=species:S:1:pos:R:3:forces:R:3 method="wB97M-V/def2-TZVPD" total_charge=0 gap_ev=8.3
C 5.461 -0.938 3.457 0.1 -0.1 0.2
H 4.799 -0.919 4.329 0.0 0.0 0.0
O 4.879 -0.291 2.351 -0.2 0.1 -0.2
C 3.717 -0.783 1.843 -0.2 0.1 -0.2
C 3.031 -1.887 2.339 0.3 0.0 0.2
C 1.850 -2.293 1.746 -0.1 0.2 -0.3
C 1.320 -1.612 0.655 0.4 0.1 0.3
C 2.015 -0.505 0.162 0.0 -0.2 0.1
C 3.194 -0.098 0.743 0.3 -0.1 0.2
H 3.735 0.755 0.365 0.1 0.1 -0.1
H 1.613 0.036 -0.680 0.0 0.1 -0.1
C 0.060 -1.999 0.039 -0.6 -0.9 0.1
C -0.711 -3.088 0.335 0.0 0.2 -0.2
S -2.147 -3.111 -0.605 0.5 0.5 -0.2
C -1.617 -1.597 -1.340 0.2 -1.1 0.6
N -0.476 -1.190 -0.921 0.0 0.5 -0.2
N -2.402 -0.957 -2.271 -0.5 0.1 -0.3
C -1.923 -0.255 -3.359 0.3 -0.1 -0.1
O -2.631 0.514 -3.961 0.0 0.1 -0.1
C -0.512 -0.607 -3.831 0.2 0.0 0.0
O 0.042 0.418 -4.611 0.0 0.2 -0.1
C 0.357 1.593 -3.989 0.2 0.2 0.0
C 0.226 1.828 -2.626 -0.1 -0.3 -0.1
C 0.608 3.054 -2.105 0.0 0.1 0.0
C 1.113 4.048 -2.921 0.0 0.1 0.2
C 1.237 3.813 -4.282 0.0 -0.1 0.0
C 0.865 2.596 -4.814 -0.1 -0.2 0.0
H 0.954 2.395 -5.870 0.0 0.0 -0.1
H 1.627 4.583 -4.931 0.0 0.0 -0.1
H 1.405 5.000 -2.504 0.0 0.1 0.0
H 0.505 3.228 -1.043 0.0 0.0 0.1
H -0.173 1.076 -1.962 0.0 -0.1 0.1
H 0.142 -0.874 -2.997 -0.1 0.1 -0.2
H -0.604 -1.465 -4.507 0.0 0.1 0.2
C -3.814 -0.786 -1.939 -0.3 0.3 -0.1
H -4.150 -1.691 -1.431 0.0 0.1 -0.1
H -4.359 -0.673 -2.878 0.0 -0.1 0.1
C -4.040 0.452 -1.056 0.1 -0.2 -0.1
C -3.067 0.478 0.090 -0.1 0.3 0.1
C -2.045 1.410 0.138 -0.2 -0.1 0.0
C -1.092 1.353 1.139 0.1 0.0 0.1
C -1.113 0.365 2.113 0.1 0.0 0.2
C -2.156 -0.579 2.084 -0.2 -0.1 -0.1
C -3.116 -0.489 1.082 0.2 0.2 0.2
H -3.904 -1.227 1.097 -0.1 -0.1 0.0
O -2.349 -1.633 2.931 -0.1 0.2 -0.3
C -1.495 -1.863 4.028 0.2 -0.2 0.4
H -1.518 -1.034 4.738 0.0 -0.1 0.0
H -1.888 -2.761 4.507 0.0 0.1 0.0
H -0.465 -2.035 3.710 -0.1 0.0 0.1
O -0.167 0.270 3.106 -0.5 -0.3 -0.2
C 0.833 1.254 3.181 0.2 0.2 0.0
H 0.406 2.251 3.335 0.0 0.0 0.0
H 1.437 0.985 4.047 0.0 0.1 -0.1
H 1.467 1.256 2.289 -0.1 0.0 0.1
H -0.304 2.088 1.144 0.1 0.1 0.1
H -1.982 2.183 -0.613 0.0 0.1 -0.1
H -3.907 1.345 -1.668 -0.1 0.0 0.0
H -5.069 0.427 -0.693 -0.1 0.1 0.0
H -0.538 -3.869 1.045 0.1 -0.1 0.2
H 1.336 -3.153 2.149 -0.1 -0.1 0.1
H 3.406 -2.439 3.186 0.1 0.0 0.1
H 6.367 -0.379 3.681 -0.1 -0.1 0.0
H 5.724 -1.974 3.223 0.0 0.0 0.0

What E values result from the calculations? In sequence: -3428.40742 -1967.65741 Ha.
What max |F| values result from the calculations? In sequence: 2.0 1.3 eV/A.